123
Properties=species:S:1:pos:R:3:mulliken_charge:R:1 method="wB97M-V/def2-TZVPD" homo_ev=-15.6 spin_multiplicity=1 total_charge=+4 homo_lumo_gap_ha=0.256
Y 0.35264 -0.12749 0.36785 1.645
C 5.10526 -1.26780 6.51334 -1.016
C 4.48235 0.08513 6.21645 -1.028
N 3.32528 -0.01506 5.29496 0.169
C 3.53436 0.19828 3.99048 0.035
C 2.54407 0.09952 3.05222 0.100
C 2.67499 0.37278 1.57760 -0.107
O 2.52188 1.50963 1.15049 -0.530
O 2.59110 -0.67439 0.80705 -1.049
C 1.22130 -0.18983 3.44099 1.708
O 0.26050 -0.21868 2.57557 -1.209
C 0.99632 -0.44290 4.83355 0.905
C -0.28586 -0.77238 5.30914 -0.919
C -0.47777 -1.01971 6.63095 0.543
F -1.71989 -1.27195 7.06729 -0.330
C 0.58048 -0.99045 7.57418 -1.441
C 1.83553 -0.65304 7.10624 -0.827
C 2.06405 -0.36186 5.74992 0.259
N 0.39603 -1.28984 8.93285 0.299
C 0.73105 -0.27874 9.92625 -0.594
C 1.16170 -0.92768 11.23006 -0.719
N 0.07475 -1.85250 11.70822 -0.142
C -0.28762 -2.86595 10.65440 -0.997
C -0.69188 -2.15069 9.37622 -0.636
H 5.94761 -1.13898 7.19163 0.395
H 5.48074 -1.72849 5.59969 0.345
H 4.39679 -1.95601 6.97377 0.326
H 5.20324 0.74306 5.73588 0.478
H 4.15021 0.60005 7.11572 0.484
H 4.54623 0.46543 3.71488 0.590
H -1.12366 -0.80229 4.62666 0.620
H 2.65785 -0.66317 7.80524 0.727
H -0.12823 0.38366 10.11186 0.222
H 1.54548 0.34962 9.57370 0.460
H 1.34064 -0.18712 12.00714 0.400
H 2.05160 -1.54021 11.09588 0.371
H -0.75517 -1.30674 11.95689 0.400
H 0.37059 -2.32750 12.56398 0.358
H -1.10181 -3.47506 11.04210 0.451
H 0.59375 -3.48673 10.50345 0.365
H -1.62165 -1.59104 9.54281 0.446
H -0.90091 -2.91282 8.62982 0.483
C -8.39856 -1.88125 -0.03710 -1.520
C -7.01208 -1.31022 -0.03746 0.804
C -5.99673 -1.89825 -0.79659 -1.069
C -4.71337 -1.38558 -0.79136 -0.079
C -4.43015 -0.27488 -0.00888 0.628
C -5.41452 0.31753 0.77382 -0.456
C -6.69910 -0.19860 0.74335 -1.047
S -2.86651 0.53484 0.02743 0.694
O -1.79865 -0.54565 -0.37414 -0.393
C -2.92036 1.61768 -1.36827 2.016
C -3.00956 1.07409 -2.67074 -1.009
C -3.01195 1.90852 -3.74387 -1.136
C -2.94195 3.31632 -3.56666 0.863
C -2.97041 4.19117 -4.67643 -1.094
C -2.94884 5.54466 -4.49182 -0.807
C -2.89586 6.08345 -3.18908 -0.912
C -2.86172 5.26293 -2.09736 -0.632
C -2.88050 3.85560 -2.25659 0.548
C -2.85057 2.96842 -1.13522 -0.297
C -2.91002 3.55541 0.24135 -1.213
C -4.20033 3.99460 0.68254 1.084
C -5.36709 3.80363 -0.10549 -0.735
C -6.58222 4.24617 0.33187 -0.925
C -6.70669 4.90391 1.57534 -0.797
C -5.60669 5.09927 2.35721 -0.878
C -4.33201 4.65194 1.93253 0.727
C -3.18519 4.85203 2.73549 -1.357
C -1.96974 4.39590 2.32861 -0.884
C -1.83277 3.75432 1.07352 1.832
S -0.14405 3.22215 0.83944 -0.095
O -0.20915 1.97559 -0.08298 -0.170
C 0.61731 4.47940 -0.12012 0.691
C 1.44171 5.36025 0.56587 -0.634
C 2.04924 6.39289 -0.13247 -0.909
C 1.86092 6.53750 -1.50366 0.918
C 2.51457 7.65207 -2.26470 -1.454
C 1.04735 5.61317 -2.17190 -0.973
C 0.42064 4.58922 -1.49400 -0.191
H -8.59232 -2.46118 -0.93720 0.398
H -9.14811 -1.09514 0.03823 0.404
H -8.53146 -2.54393 0.82045 0.309
H -6.22481 -2.76855 -1.39888 0.424
H -3.93997 -1.86147 -1.37879 0.162
H -5.18529 1.18004 1.38929 0.609
H -7.47178 0.26587 1.34287 0.452
H -3.12491 0.00510 -2.79995 0.394
H -3.10149 1.51619 -4.74941 0.490
H -3.02367 3.77292 -5.67363 0.514
H -2.98286 6.20934 -5.34447 0.453
H -2.88942 7.15707 -3.05644 0.520
H -2.82072 5.68988 -1.10374 0.551
H -5.29665 3.31132 -1.06632 0.495
H -7.46017 4.10181 -0.28375 0.522
H -7.67612 5.25746 1.89927 0.457
H -5.68941 5.60769 3.30939 0.474
H -3.28866 5.36167 3.68491 0.440
H -1.09727 4.52677 2.95766 0.604
H 1.60894 5.24292 1.62945 0.460
H 2.68779 7.08960 0.39464 0.360
H 3.16314 8.24802 -1.62699 0.360
H 1.75991 8.31259 -2.69457 0.338
H 3.10872 7.25978 -3.09066 0.372
H 0.90611 5.70915 -3.24168 0.488
H -0.19734 3.87601 -2.02162 0.599
N 3.32648 -2.91558 -0.70778 -0.132
C 2.59490 -2.89413 -2.01932 -0.743
P 0.79325 -3.05871 -1.67666 0.765
O 0.30655 -4.44664 -1.73501 -0.750
O 0.59565 -2.22996 -0.41850 -0.681
C -0.12769 -2.19819 -3.03073 -0.674
N -1.54379 -2.60719 -2.73453 -0.049
H 4.33712 -2.88905 -0.85810 0.459
H 3.11776 -3.77054 -0.18575 0.412
H 3.06179 -2.10048 -0.11256 0.306
H 2.95627 -3.70958 -2.64311 0.424
H 2.82286 -1.94270 -2.50100 0.383
H 0.14885 -2.59412 -4.00677 0.568
H -0.07929 -1.11040 -3.04624 0.266
H -1.52326 -3.60765 -2.46535 0.442
H -2.16794 -2.47884 -3.53183 0.467
H -1.89384 -2.05941 -1.93336 -0.288